No. 1
The following is a DFT calculation (ωB97M-V with the def2-TZVPD basis set) of a 8-piece molecular cluster, C67H140N8O7 overall.

As for the frontier orbital gap: 8.9624 eV. As for the SMILES: CC1(C)CCCC(C)(C)N1O.CC1(C)CCCC(C)(C)N1O.CC1(C)CCCC(C)(C)N1O.CC1(C)CCCC(C)(C)N1O.CC1(C)CCCC(C)(C)N1O.CC1(C)CCCC(C)(C)N1O.CC1(C)CCCC(C)(C)N1O.CCCC#N. For the LUMO energy, the calculation gives 0.384 eV.

Atoms and positions in Å:
C (2.6576, -1.5257, -7.9241)
C (1.6912, -0.9044, -6.9100)
C (1.8012, 0.6545, -7.1918)
C (0.2697, -1.3985, -7.1149)
C (-0.6743, -1.0654, -5.9645)
C (-0.1515, -1.6059, -4.6364)
C (1.2905, -1.0514, -4.4267)
C (1.2290, 0.4712, -4.1362)
C (2.0035, -1.7348, -3.2509)
N (2.1211, -1.4101, -5.5856)
O (3.4525, -1.0521, -5.3874)
H (2.1801, -1.4204, -8.9098)
H (3.6397, -1.0638, -7.9070)
H (2.7623, -2.5937, -7.7809)
H (1.9427, 0.7180, -8.2870)
H (0.9447, 1.2844, -6.9174)
H (2.6721, 1.1264, -6.7320)
H (-0.0916, -0.9957, -8.0771)
H (0.3329, -2.4602, -7.2960)
H (-0.8558, -0.0138, -5.8700)
H (-1.6053, -1.5817, -6.1442)
H (-0.1380, -2.7046, -4.6778)
H (-0.8231, -1.3420, -3.8162)
H (0.8490, 0.5527, -3.0991)
H (0.5955, 1.0446, -4.7863)
H (2.2392, 0.8651, -4.1427)
H (1.2352, -1.9760, -2.4858)
H (2.7720, -1.1171, -2.8028)
H (2.3622, -2.6869, -3.6198)
H (3.5207, -0.0862, -5.3596)
C (-2.8940, -5.7196, -0.4803)
C (-1.4276, -5.3663, -0.8507)
C (-1.5024, -4.8371, -2.3358)
C (-0.9110, -4.2465, 0.0498)
C (0.5986, -4.0972, -0.1373)
C (1.3990, -5.4153, 0.0427)
C (0.7920, -6.5135, -0.7945)
C (1.2186, -6.1528, -2.2424)
C (1.3790, -7.9230, -0.6058)
N (-0.6251, -6.5860, -0.5943)
O (-1.1074, -7.5661, -1.5566)
H (-2.8801, -6.2238, 0.5058)
H (-3.4322, -4.7743, -0.4333)
H (-3.3295, -6.3585, -1.2263)
H (-1.8300, -5.6720, -2.9493)
H (-2.2758, -4.0757, -2.3221)
H (-0.5909, -4.3953, -2.6496)
H (-1.4356, -3.3222, -0.0785)
H (-1.1232, -4.5785, 1.0643)
H (0.8098, -3.5968, -1.0692)
H (0.8547, -3.4345, 0.6867)
H (1.4670, -5.7580, 1.0743)
H (2.3914, -5.3266, -0.3623)
H (2.2708, -6.4909, -2.2798)
H (1.1958, -5.0910, -2.5057)
H (0.6480, -6.7871, -2.9377)
H (2.4541, -7.8756, -0.4526)
H (1.1927, -8.4408, -1.5243)
H (0.9033, -8.5195, 0.1577)
H (-1.6614, -8.0636, -0.9335)
C (-2.1674, 0.8943, 7.1743)
C (-1.7153, 0.9135, 5.7166)
C (-2.6488, 0.0548, 4.9034)
C (-1.7196, 2.3566, 5.2329)
C (-0.6442, 3.1535, 5.9027)
C (0.7334, 2.5658, 5.7084)
C (0.7828, 1.0819, 6.0807)
C (2.0373, 0.4132, 5.5263)
C (0.8621, 0.9658, 7.6342)
N (-0.3530, 0.3941, 5.4695)
O (-0.3554, -0.9147, 5.9726)
H (-3.2847, 0.8936, 7.1428)
H (-1.8508, -0.0498, 7.6273)
H (-1.8133, 1.7259, 7.7498)
H (-3.6336, 0.5282, 4.7984)
H (-2.3140, -0.1903, 3.9115)
H (-2.9050, -0.8419, 5.4506)
H (-1.6059, 2.4257, 4.1600)
H (-2.7039, 2.7387, 5.4894)
H (-0.5651, 4.1839, 5.5031)
H (-0.8491, 3.2737, 6.9659)
H (1.4516, 3.2074, 6.2402)
H (0.9732, 2.5222, 4.6523)
H (2.0826, -0.5414, 6.0380)
H (2.8903, 1.0440, 5.8152)
H (1.9846, 0.3630, 4.4344)
H (0.9571, -0.1052, 7.9025)
H (-0.0083, 1.3839, 8.1020)
H (1.7043, 1.6034, 8.0163)
H (-0.3678, -1.5517, 5.2307)
C (1.0019, 5.5366, 0.1212)
C (1.8925, 5.2413, 1.3277)
C (1.1316, 5.8848, 2.4885)
C (2.1095, 3.7424, 1.6171)
C (3.1886, 3.5963, 2.7237)
C (4.5218, 4.1848, 2.3163)
C (4.3398, 5.7317, 2.1001)
C (4.2050, 6.4512, 3.4080)
C (5.5769, 6.2662, 1.3659)
N (3.2621, 5.8199, 1.0971)
O (3.0528, 7.2326, 0.9864)
H (0.0828, 4.9731, 0.2872)
H (0.7749, 6.6042, 0.1114)
H (1.4103, 5.2542, -0.8718)
H (1.5252, 5.7467, 3.5034)
H (1.0379, 6.9167, 2.2108)
H (0.1795, 5.3474, 2.4869)
H (1.1590, 3.2274, 1.8416)
H (2.4992, 3.2905, 0.7015)
H (2.8946, 3.9700, 3.6981)
H (3.2935, 2.5018, 2.8795)
H (4.9354, 3.7621, 1.3878)
H (5.2166, 4.0590, 3.1499)
H (4.1244, 7.4973, 3.2069)
H (5.1963, 6.2991, 3.8449)
H (3.4433, 6.0919, 4.1107)
H (6.4625, 5.8187, 1.8296)
H (5.5954, 7.3455, 1.3086)
H (5.5032, 5.9662, 0.3126)
H (3.0305, 7.3525, 0.0463)
C (5.2684, 0.4410, 2.9861)
C (5.2989, -0.2507, 1.6074)
C (4.4443, 0.5796, 0.6410)
C (6.7769, -0.3266, 1.1484)
C (6.9491, -1.2602, 0.0190)
C (6.4229, -2.6258, 0.3421)
C (4.9276, -2.5973, 0.7291)
C (4.0188, -2.4222, -0.4900)
C (4.5340, -3.9067, 1.3864)
N (4.8136, -1.6267, 1.8101)
O (3.4016, -1.4296, 2.0419)
H (5.6480, 1.4550, 2.8667)
H (4.2558, 0.4655, 3.3812)
H (5.8976, -0.1676, 3.6351)
H (5.0245, 1.4829, 0.4216)
H (4.3137, 0.0814, -0.3365)
H (3.4808, 0.8250, 1.0956)
H (7.1281, 0.6740, 0.8707)
H (7.3208, -0.6604, 2.0289)
H (6.4186, -0.8154, -0.8336)
H (8.0156, -1.2519, -0.2092)
H (6.9933, -2.9767, 1.1824)
H (6.4267, -3.3672, -0.4856)
H (4.0788, -3.3191, -1.1056)
H (4.2809, -1.6142, -1.1562)
H (2.9926, -2.3475, -0.1216)
H (5.0085, -4.1515, 2.3266)
H (4.7137, -4.6738, 0.6206)
H (3.4519, -3.8770, 1.5386)
H (3.3529, -1.8585, 2.9027)
C (-4.9212, 2.9134, -1.3968)
C (-3.5275, 3.0053, -1.9800)
C (-2.4897, 3.0406, -0.7801)
C (-3.1578, 1.7882, -2.8543)
C (-1.9235, 2.0283, -3.6695)
C (-1.9798, 3.2704, -4.5137)
C (-2.3504, 4.4867, -3.6230)
C (-1.0909, 4.8345, -2.7995)
C (-2.6730, 5.7486, -4.4004)
N (-3.5329, 4.1590, -2.8745)
O (-3.9374, 5.2782, -2.0861)
H (-5.1043, 1.9605, -0.9072)
H (-5.0557, 3.6896, -0.6401)
H (-5.6083, 3.0628, -2.2008)
H (-2.7005, 2.1985, -0.1009)
H (-1.4691, 2.9514, -1.0979)
H (-2.6805, 3.9663, -0.2324)
H (-3.0644, 0.9232, -2.2017)
H (-3.9930, 1.6117, -3.5509)
H (-1.0437, 2.0239, -3.0084)
H (-1.7888, 1.1754, -4.3334)
H (-2.7399, 3.2232, -5.3069)
H (-0.9794, 3.4137, -4.9489)
H (-0.3697, 5.3091, -3.4449)
H (-0.6009, 4.0568, -2.2631)
H (-1.3992, 5.6421, -2.1409)
H (-3.6921, 5.6798, -4.8371)
H (-1.9854, 5.8309, -5.2400)
H (-2.6081, 6.6769, -3.7904)
H (-4.7548, 5.4776, -2.5816)
C (-4.2693, -1.3733, 2.0504)
C (-5.1735, -1.3875, 0.8284)
C (-6.1117, -0.1846, 0.9693)
C (-4.4162, -1.2360, -0.4859)
C (-5.2789, -1.5188, -1.6974)
C (-5.9828, -2.8597, -1.5835)
C (-6.7661, -3.0349, -0.3010)
C (-8.0817, -2.2052, -0.3310)
C (-7.2225, -4.4784, -0.0809)
N (-5.8199, -2.6862, 0.8104)
O (-6.5365, -2.8604, 1.9971)
H (-3.7232, -2.3307, 2.0375)
H (-3.6088, -0.4949, 1.9373)
H (-4.9162, -1.3082, 2.9160)
H (-5.3970, 0.6035, 1.1528)
H (-6.6324, 0.0926, 0.0552)
H (-6.8013, -0.2967, 1.8206)
H (-3.9961, -0.1969, -0.5106)
H (-3.5875, -1.9326, -0.4393)
H (-6.0425, -0.7439, -1.9203)
H (-4.6792, -1.4395, -2.5942)
H (-5.1933, -3.6205, -1.6201)
H (-6.6506, -2.9853, -2.4397)
H (-8.4291, -2.1258, 0.6716)
H (-8.7705, -2.7537, -0.9870)
H (-7.9199, -1.2166, -0.7675)
H (-8.0197, -4.5473, 0.6661)
H (-6.3624, -4.9963, 0.3466)
H (-7.4858, -4.9392, -1.0433)
H (-6.1845, -3.6938, 2.3201)
C (-0.8946, -0.5745, -0.1828)
C (-0.4951, 0.5400, 0.7904)
C (0.6081, 0.0419, 1.7920)
C (0.2785, -1.2030, 2.4837)
N (0.0242, -2.1932, 3.0352)
H (-1.4958, -1.3772, 0.2519)
H (-0.0995, -1.0429, -0.7322)
H (-1.5715, -0.1787, -0.9187)
H (-1.3881, 0.8531, 1.3507)
H (-0.1192, 1.4445, 0.2959)
H (0.8670, 0.7674, 2.5880)
H (1.5331, -0.1539, 1.2608)

Here are the Mulliken charges for atoms 1 to 2, given in e: number 1, C, carries -1.965; number 2, C, carries 1.588

***

No. 2
The following is a DFT calculation (ωB97M-V with the def2-TZVPD basis set) of one molecule with the formula C4H7NO.

As for the frontier orbital gap: 9.3321 eV. As for the SMILES: CN/C=C1/CO1. For the LUMO energy, the calculation gives 1.110 eV. The calculation puts the relative energy (zero: lowest compared OMol25 entry of this formula, charge and spin) at 3.3392 eV.

Atoms and positions in Å:
C (-2.0022, -0.7724, -0.3065)
N (-1.2393, 0.2887, 0.3199)
C (-0.0869, 0.4984, -0.4386)
C (1.1111, 0.2243, 0.0369)
C (2.4680, 0.5539, 0.2892)
O (1.5980, -0.0597, 1.2882)
H (-2.7747, -1.0908, 0.3841)
H (-2.4586, -0.3955, -1.2296)
H (-1.3560, -1.6213, -0.5732)
H (-0.9806, 0.0445, 1.2729)
H (-0.2434, 0.8005, -1.4665)
H (3.2786, -0.0732, -0.0571)
H (2.6860, 1.6026, 0.4803)

Here are the Mulliken charges for atoms 1 to 2, given in e: number 1, C, carries -0.879; number 2, N, carries -0.390

***

No. 3
The following is a DFT calculation (ωB97M-V with the def2-TZVPD basis set) of C39H51FN5S8SbSeSi3Ti as an isolated structure.

As for the frontier orbital gap: 5.5798 eV. Its total charge is -2. For the LUMO energy, the calculation gives 3.558 eV. The calculation puts the relative energy (zero: lowest compared OMol25 entry of this formula, charge and spin) at 1.3924 eV.

Atoms and positions in Å:
Ti (0.2032, 0.0894, 0.4004)
S (-1.6495, 1.6737, 0.6224)
C (-1.0354, 2.9929, 1.5614)
C (-1.6159, 4.2581, 1.4760)
C (-1.0955, 5.3285, 2.1927)
C (-1.7058, 6.6251, 2.0807)
N (-2.2027, 7.6586, 1.9934)
C (0.0181, 5.1375, 3.0228)
C (0.5886, 3.8711, 3.1216)
C (0.0774, 2.7969, 2.4057)
S (0.8041, 1.2149, 2.5133)
C (0.6044, 6.2326, 3.7426)
N (1.0903, 7.1075, 4.3106)
H (-2.4645, 4.4093, 0.8220)
H (1.4497, 3.7245, 3.7604)
S (-5.4632, -0.9323, -5.2618)
C (-4.2441, -0.3637, -4.2728)
S (-3.3781, -1.3345, -3.1696)
C (-2.2966, -0.1156, -2.4986)
C (-2.4009, 1.1366, -3.0242)
S (-1.5711, 2.6334, -2.8281)
S (-3.6796, 1.2504, -4.2397)
S (-1.3003, -0.9238, -1.2747)
C (-1.7187, 0.1103, 5.1820)
Si (-1.2875, -1.5629, 4.4623)
C (-2.2831, -2.8396, 5.4193)
C (0.5220, -1.9168, 4.7729)
Sb (-1.6938, -1.4329, 1.9163)
Si (-4.1111, -0.5630, 1.9898)
C (-4.8271, -0.4995, 0.2726)
C (-5.1286, -1.7113, 3.0815)
C (-4.3123, 1.1389, 2.7487)
Si (-2.1845, -3.8777, 1.1537)
C (-0.6269, -4.7549, 0.5925)
C (-2.9198, -4.9666, 2.5016)
C (-3.3855, -3.8598, -0.2870)
H (-1.3761, 0.1608, 6.2191)
H (-2.7946, 0.2878, 5.1731)
H (-1.2320, 0.9074, 4.6160)
H (-2.0225, -2.7318, 6.4763)
H (-2.0481, -3.8591, 5.1218)
H (-3.3583, -2.7007, 5.3173)
H (0.7309, -1.8331, 5.8434)
H (1.1567, -1.2073, 4.2402)
H (0.8044, -2.9189, 4.4461)
H (-4.9364, -1.4780, -0.1926)
H (-4.1950, 0.1088, -0.3776)
H (-5.8130, -0.0280, 0.3222)
H (-4.9075, -2.7674, 2.9437)
H (-6.1862, -1.5518, 2.8539)
H (-4.9725, -1.4702, 4.1343)
H (-4.1055, 1.9115, 2.0112)
H (-3.6607, 1.3193, 3.6023)
H (-5.3517, 1.2315, 3.0795)
H (0.0770, -4.9420, 1.4036)
H (-0.1004, -4.2063, -0.1909)
H (-0.9340, -5.7223, 0.1837)
H (-2.3085, -4.9723, 3.4012)
H (-2.9604, -5.9905, 2.1186)
H (-3.9313, -4.6767, 2.7815)
H (-3.4515, -2.8753, -0.7471)
H (-4.3868, -4.1649, 0.0234)
H (-3.0377, -4.5489, -1.0592)
C (5.5272, -6.2378, -5.8083)
C (4.8739, -5.2172, -4.9142)
C (4.0942, -5.5935, -3.8308)
C (3.4741, -4.6614, -3.0043)
C (2.6398, -5.1430, -1.8519)
C (3.6277, -3.2853, -3.2474)
Se (2.8125, -1.9991, -2.0990)
C (4.4224, -2.8974, -4.3450)
C (4.6306, -1.4435, -4.6587)
C (5.0243, -3.8560, -5.1497)
H (5.3651, -7.2480, -5.4297)
H (6.6061, -6.0788, -5.8800)
H (5.1270, -6.1978, -6.8250)
H (3.9569, -6.6506, -3.6193)
H (2.6070, -6.2345, -1.8285)
H (1.6237, -4.7490, -1.9210)
H (3.0332, -4.7692, -0.9035)
H (4.9847, -0.9051, -3.7782)
H (3.6871, -0.9656, -4.9341)
H (5.3430, -1.3223, -5.4780)
H (5.6314, -3.5268, -5.9895)
F (5.0933, -3.1932, 2.4041)
C (3.9760, -2.5201, 2.0155)
C (2.7519, -3.1358, 2.1478)
C (1.6195, -2.4278, 1.7660)
C (1.6799, -1.1443, 1.2297)
C (2.9582, -0.5734, 1.1208)
C (4.1062, -1.2435, 1.5151)
H (2.6909, -4.1404, 2.5474)
H (0.6658, -2.9131, 1.8996)
H (3.0768, 0.4288, 0.7201)
H (5.0867, -0.7979, 1.4168)
C (1.3386, 5.6024, -1.0880)
C (2.2873, 4.4839, -0.6598)
C (1.8783, 3.1563, -1.2036)
N (1.4854, 2.1897, -0.4669)
N (1.0667, 1.0887, -1.1729)
C (1.1433, 1.2519, -2.4899)
N (0.8512, 0.3195, -3.3754)
S (1.7989, 2.7969, -2.9060)
H (1.6753, 6.5606, -0.6922)
H (0.3325, 5.4069, -0.7160)
H (1.2778, 5.6829, -2.1744)
H (2.2821, 4.3783, 0.4267)
H (3.3122, 4.7083, -0.9683)
H (0.9449, -0.6551, -3.0700)
H (0.9379, 0.5232, -4.3542)

Here are the Mulliken charges for atoms 1 to 2, given in e: number 1, Ti, carries -1.200; number 2, S, carries 0.059

***

No. 4
The following is a DFT calculation (ωB97M-V with the def2-TZVPD basis set) of C19H28BrN5O3SSr as an isolated structure.

As for the frontier orbital gap (spin up / spin down): 4.4010 / 4.4027 eV. For the LUMO energy (spin up / spin down), the calculation gives -0.958 / -0.957 eV. The calculation puts the relative energy (zero: lowest compared OMol25 entry of this formula, charge and spin) at 5.3141 eV.

Atoms and positions in Å:
Sr (-0.4070, 0.9837, 0.2004)
C (-0.0514, -3.4913, 1.0163)
N (0.7190, -2.5141, 0.2639)
C (1.6744, -3.0492, -0.6946)
C (0.3501, -1.1488, 0.1399)
O (0.8012, -0.5214, -0.8320)
C (-0.7558, -0.6462, 1.3286)
O (-1.1547, 0.4986, 2.1043)
C (-0.1231, 0.9930, 2.9439)
C (1.0374, 1.8859, 2.4048)
O (1.2187, 2.0914, 1.2053)
N (1.8877, 2.4463, 3.3703)
C (1.5982, 2.4668, 4.7949)
C (2.8960, 3.3908, 2.9122)
H (0.1609, -4.5039, 0.6598)
H (0.2299, -3.4247, 2.0708)
H (-1.1214, -3.2988, 0.9002)
H (2.2589, -3.8423, -0.2191)
H (1.1217, -3.4564, -1.5470)
H (2.3626, -2.2775, -1.0503)
H (-1.6960, -0.9254, 0.8314)
H (-0.6252, -1.3975, 2.1148)
H (-0.6539, 1.6106, 3.6773)
H (0.3268, 0.1550, 3.4896)
H (1.0757, 1.5636, 5.1150)
H (2.5337, 2.5370, 5.3573)
H (0.9733, 3.3393, 5.0102)
H (3.1771, 3.2144, 1.8712)
H (2.4927, 4.4041, 3.0050)
H (3.7910, 3.2925, 3.5341)
C (3.7472, 4.4456, -3.2350)
C (2.4061, 3.9175, -2.8231)
C (1.2335, 4.3199, -3.4844)
C (-0.0186, 3.8308, -3.1044)
C (-0.0819, 2.9279, -2.0469)
Br (-2.3161, 2.4229, -1.8036)
N (1.1525, 2.4899, -1.3335)
C (2.3113, 3.0123, -1.7677)
H (3.6635, 5.1440, -4.0740)
H (4.3973, 3.6221, -3.5477)
H (4.2158, 4.9780, -2.4009)
H (1.2910, 5.0265, -4.3107)
H (-0.9092, 4.1555, -3.6294)
H (3.1946, 2.6767, -1.2310)
C (-3.3058, -5.4582, -3.0086)
C (-3.6501, -4.5895, -1.8404)
C (-4.7324, -4.8713, -1.0318)
C (-4.9462, -3.9990, 0.0105)
N (-4.1751, -2.9303, 0.2601)
C (-3.1490, -2.7429, -0.5822)
S (-2.1384, -1.3940, -0.3040)
N (-2.8482, -3.5286, -1.6288)
H (-4.0048, -6.2940, -3.1133)
H (-2.2993, -5.8696, -2.8832)
H (-3.3367, -4.8710, -3.9317)
H (-5.3778, -5.7202, -1.1971)
H (-5.7708, -4.1356, 0.7008)
H (-0.6510, 3.0596, 1.3634)

Here are the Mulliken charges for atoms 1 to 2, given in e: number 1, Sr, carries 1.536; number 2, C, carries -1.089